1.
The following is a DFT calculation (the ωB97M-V functional and the def2-TZVPD basis) of a molecular structure, C33H54As3Br3NORuS.

```
97
Properties=species:S:1:pos:R:3:forces:R:3:lowdin_spin:R:1
Ru -0.55989 1.45617 1.05736 -0.15 -0.39 0.89 0.808
C 3.93393 -5.18193 0.52894 -0.01 0.00 0.00 0.000
C 2.86507 -4.75193 1.53636 0.01 -0.02 0.01 0.000
C 1.67731 -5.72313 1.44855 0.01 0.00 0.02 0.000
C 3.47269 -4.81581 2.94421 0.02 0.00 -0.02 0.000
C 2.34740 -3.34636 1.24507 -0.07 0.09 -0.01 -0.003
C 1.60510 -2.66166 2.21286 0.02 -0.16 -0.07 0.002
C 1.11224 -1.41776 1.91556 0.09 -0.01 -0.14 0.001
Br -0.01230 -0.55435 3.20579 0.16 0.14 -0.37 0.036
C 1.34166 -0.77398 0.69146 -0.09 -0.19 0.10 0.013
O 0.99958 0.52414 0.57663 0.11 0.51 -0.51 0.130
C 2.04066 -1.45524 -0.31242 -0.11 0.08 0.11 0.001
C 2.52176 -2.72494 0.01301 0.04 -0.09 0.11 0.002
C 2.30889 -0.92930 -1.73106 0.02 0.01 -0.01 0.000
C 1.77624 -1.95665 -2.74496 -0.02 0.00 0.00 0.000
C 1.64167 0.41029 -2.06587 0.01 0.00 0.00 0.001
C 3.82341 -0.76032 -1.91794 0.00 -0.01 0.01 0.000
H 4.33829 -6.14942 0.82510 0.00 -0.01 0.00 0.000
H 4.76253 -4.47209 0.49191 0.00 0.00 0.00 0.000
H 3.52805 -5.30095 -0.47711 0.00 0.01 0.00 0.000
H 2.00931 -6.74162 1.65405 0.00 0.00 0.00 0.000
H 1.23148 -5.70618 0.45202 0.00 0.00 0.00 0.000
H 0.90343 -5.47003 2.17638 0.00 0.00 0.00 0.000
H 3.89994 -5.80447 3.11169 -0.01 -0.01 0.00 0.000
H 2.73047 -4.65392 3.72643 0.00 0.01 0.00 0.000
H 4.26918 -4.07976 3.06523 0.00 0.00 0.00 0.000
H 1.40079 -3.10520 3.17718 0.01 -0.02 0.00 0.001
H 3.08274 -3.25166 -0.74472 -0.01 -0.01 0.00 0.000
H 0.70133 -2.11689 -2.61524 0.00 0.00 0.00 0.000
H 2.27085 -2.92314 -2.66194 -0.01 0.00 0.01 0.000
H 1.94125 -1.59088 -3.75954 0.01 0.00 -0.01 0.000
H 0.55778 0.37010 -1.91970 0.01 0.01 0.02 0.000
H 1.82675 0.63152 -3.11847 0.00 0.00 0.00 0.000
H 2.04554 1.22698 -1.46979 0.00 0.00 0.01 0.000
H 4.35532 -1.70003 -1.77033 0.00 0.00 0.00 0.000
H 4.22305 -0.03149 -1.21047 0.00 0.00 0.00 0.000
H 4.03887 -0.41022 -2.92873 0.00 0.00 -0.01 0.000
Br -2.04035 2.36842 2.93022 -0.14 0.14 0.08 0.017
C -1.46059 4.06933 3.75702 -0.01 -0.01 0.02 0.000
Br -1.03260 5.46313 2.53970 0.01 -0.01 0.00 0.000
H -0.58854 3.82814 4.35086 0.00 0.00 0.00 0.000
H -2.31874 4.35539 4.35357 0.00 0.00 0.01 0.000
C -1.06695 4.37204 -1.29668 -0.03 0.00 -0.02 -0.002
As -1.94833 2.85418 -0.47309 0.23 -0.03 -0.26 0.002
C -3.48311 3.76476 0.28664 0.01 -0.02 0.02 0.007
C -2.60943 2.00156 -2.09193 -0.03 -0.06 0.04 -0.003
C -3.52262 0.77522 -1.98045 0.01 0.02 0.02 0.000
C -4.75160 1.07998 -1.11870 0.01 0.01 0.01 0.000
C -2.77549 -0.42158 -1.40459 0.03 0.01 -0.02 -0.001
As -2.07688 -0.42641 0.42316 0.00 -0.02 -0.12 -0.005
C -3.57371 -0.70800 1.62611 -0.05 0.06 -0.05 -0.003
C -1.39833 -2.24072 0.29261 -0.03 -0.01 0.08 0.000
C -4.03701 0.42998 -3.39554 0.00 0.00 0.00 0.000
As -2.99706 -0.29085 -4.94158 -0.02 -0.02 0.00 0.000
C -1.14747 0.32523 -4.67860 0.00 0.01 0.00 0.000
C -2.71966 -2.14296 -4.34803 0.01 0.00 0.01 0.000
H -1.83885 4.91665 -1.84081 0.00 0.00 0.00 -0.001
H -0.31055 4.04316 -2.00730 -0.01 0.00 -0.01 0.000
H -0.62953 5.02599 -0.54697 0.00 0.00 0.01 0.000
H -4.07630 4.12094 -0.55530 0.00 0.00 0.00 0.000
H -3.12792 4.61127 0.86872 0.00 0.01 -0.01 0.000
H -4.08805 3.11836 0.91242 0.00 0.00 -0.01 0.000
H -1.72155 1.77300 -2.68344 0.00 -0.02 0.00 0.000
H -3.14184 2.80803 -2.60554 0.01 0.00 0.00 -0.001
H -4.48707 1.29490 -0.08086 0.00 -0.02 0.00 0.000
H -5.42698 0.22333 -1.10904 0.00 0.00 0.00 0.000
H -5.30882 1.93241 -1.51108 0.00 0.00 0.00 0.000
H -1.89420 -0.64332 -2.01198 0.00 0.00 0.01 0.000
H -3.41765 -1.30522 -1.44946 0.00 0.00 -0.01 0.000
H -4.38493 -1.20173 1.09329 0.01 -0.03 0.01 0.000
H -3.94218 0.22769 2.04242 -0.02 0.00 -0.02 0.000
H -3.23176 -1.34852 2.43768 0.00 0.02 0.01 0.000
H -2.20491 -2.82861 -0.14593 -0.01 -0.01 0.03 0.000
H -1.15104 -2.64052 1.27161 0.01 0.01 0.00 0.000
H -0.52228 -2.28610 -0.34968 -0.01 0.00 -0.01 0.000
H -4.53554 1.31768 -3.79497 0.00 0.00 0.01 0.000
H -4.82821 -0.31995 -3.29116 -0.01 0.01 -0.01 0.000
H -1.07073 1.40022 -4.84227 0.00 0.00 0.00 0.000
H -0.56045 -0.16385 -5.45679 0.00 0.00 0.00 0.000
H -0.71306 0.05944 -3.71500 -0.02 0.00 -0.02 0.000
H -3.68296 -2.59733 -4.11646 0.00 0.00 0.00 0.000
H -2.05417 -2.24198 -3.49079 0.00 0.00 0.00 0.000
H -2.28852 -2.69206 -5.18435 0.00 0.00 0.00 0.000
S 2.85318 4.59961 0.76518 0.00 0.00 0.00 0.000
C 1.51804 3.60385 0.42754 0.07 -0.07 -0.02 0.002
N 0.99780 2.94934 1.42362 -0.02 0.01 0.06 -0.002
C 1.72504 3.19497 2.59448 -0.05 0.05 0.01 0.000
C 1.51542 2.62907 3.85456 0.00 0.04 0.00 0.000
C 2.33681 3.00353 4.89582 0.00 0.00 0.00 0.000
C 3.36957 3.93295 4.71028 0.00 0.00 0.00 0.000
C 3.60124 4.48905 3.47243 0.00 0.00 0.00 0.000
C 2.77260 4.10410 2.41919 0.00 -0.01 0.01 0.000
H 1.15292 3.51351 -0.58125 0.01 -0.02 -0.01 0.001
H 0.74107 1.89330 4.00438 -0.01 -0.01 0.01 0.000
H 2.19033 2.56382 5.87331 0.00 0.00 0.00 0.000
H 3.99781 4.20752 5.54620 0.00 0.00 0.00 0.000
H 4.40434 5.19680 3.31911 0.00 0.00 0.00 0.000
```
Positions in Å, forces in eV/Å.

Results
charge: +2
⟨S²⟩: 0.76
spin multiplicity: 2
HOMO (spin up / spin down): -12.9 / -12.9 eV
relative energy (zero: lowest compared OMol25 entry of this formula, charge and spin): 18.7 kcal per mole
frontier orbital gap (spin up / spin down): 5.9 / 5.7 eV

---

2.
The following is a DFT calculation (the ωB97M-V functional and the def2-TZVPD basis) of a molecular structure, C10H19AlBCl3F3NO5.

```
43
Properties=species:S:1:pos:R:3:forces:R:3:nbo_charge:R:1
C -3.30609 -2.63786 -0.95915 0.12 -0.45 -0.46 -0.669
C -2.65329 -1.56417 -2.01213 -3.35 0.77 0.72 -0.150
Cl -0.88446 -1.94598 -2.43998 -0.29 -0.50 0.05 -0.165
C -2.69520 0.00307 -1.51891 0.56 -0.07 -1.57 -0.421
Cl -4.45070 0.61323 -1.20945 1.00 -1.02 -0.46 -0.119
B -1.65879 0.33317 -0.28417 1.68 0.67 -0.01 0.559
O -1.19897 -0.77128 0.60360 -0.58 -1.17 4.30 -0.741
C -1.43971 -0.47511 2.04494 -0.03 1.84 -2.02 0.137
Cl -2.14178 -1.91331 3.04102 0.47 1.12 -1.14 -0.137
C -2.53952 0.76072 1.80193 0.31 -1.53 -1.03 -0.036
C -2.99826 1.65752 3.09950 -0.35 1.38 -0.20 0.987
F -2.45908 3.05601 3.05990 -1.80 -4.64 0.49 -0.342
F -4.50041 1.78835 3.01133 4.83 -0.34 1.04 -0.350
F -2.56669 1.04173 4.40095 -1.78 2.26 -4.15 -0.347
O -1.92993 1.46151 0.62812 -2.09 -1.00 3.01 -0.670
H -2.63545 -2.86786 -0.01468 -1.34 0.81 -2.00 0.261
H -4.37166 -2.23131 -0.61776 2.45 -0.77 -0.80 0.272
H -3.48093 -3.64540 -1.57067 0.28 2.01 1.35 0.189
H -3.26998 -1.62968 -3.00453 1.52 -0.09 1.69 0.231
H -2.31613 0.64734 -2.44914 -1.03 -1.40 2.02 0.247
H -0.64760 0.56529 -0.88495 0.02 0.27 -0.28 -0.056
H -0.49113 -0.14299 2.66244 -1.81 -0.85 -1.52 0.191
H -3.46792 0.12504 1.40942 1.46 1.71 1.21 0.224
C 3.10162 2.11833 -2.40950 0.08 0.28 -0.03 -0.719
C 2.00410 1.12797 -2.13761 -1.30 0.05 -0.12 0.667
O 0.81963 1.40094 -2.31843 1.10 0.00 -0.36 -0.611
N 2.35071 -0.10753 -1.67632 -0.19 0.33 -0.29 -0.628
C 3.67024 -0.62314 -1.40010 -0.30 -0.32 0.22 -0.413
H 2.66585 3.05414 -2.77123 -0.04 -0.31 0.11 0.248
H 3.65408 2.32793 -1.48975 0.16 -0.05 -0.16 0.225
H 3.77447 1.73084 -3.17910 0.11 0.06 0.18 0.224
H 1.55451 -0.71447 -1.51847 0.11 0.29 0.15 0.401
H 3.82528 -1.50756 -2.02278 0.36 0.00 0.05 0.178
H 3.70599 -0.91555 -0.34776 0.37 0.00 -0.04 0.216
H 4.45408 0.10782 -1.60250 -0.21 -0.11 0.04 0.218
Al 0.02252 -4.53568 -2.52193 -0.40 0.78 0.15 0.913
C 2.33072 1.05959 2.45725 0.40 0.43 1.90 -0.320
O 2.70885 -0.14391 2.05336 0.23 0.42 -0.17 -0.273
H 1.48824 1.11292 3.16759 -0.75 -0.69 -0.44 0.211
H 3.08043 1.67503 2.98307 0.88 -0.17 -0.48 0.182
H 1.99068 1.76883 1.68353 -0.21 -0.16 -0.84 0.312
O 5.86471 -0.58326 1.90400 1.07 0.04 -0.82 -0.545
H 5.03697 -0.58126 2.34905 -1.72 0.12 0.73 0.421
```
Positions in Å, forces in eV/Å.

Results
charge: 0
HOMO: -7.6 eV
frontier orbital gap: 2.2 eV

---

3.
The following is a DFT calculation (the ωB97M-V functional and the def2-TZVPD basis) of 5 unconnected molecules or ions with the total composition C20H28Cl12O8.

```
68
Properties=species:S:1:pos:R:3:forces:R:3:nbo_charge:R:1
C 2.34749 -2.34932 0.78555 -0.35 0.69 -0.10 -0.622
C 2.97055 -1.10501 1.46209 0.39 -0.47 -0.04 -0.415
C 3.68693 -0.12938 0.51100 -0.17 0.09 0.11 -0.436
C 2.81715 0.99979 -0.05850 0.01 0.40 0.17 0.268
C 3.58302 1.87378 -1.04880 -0.15 -0.08 -0.07 -0.532
C 4.67676 2.71243 -0.43360 0.23 -0.09 0.25 0.814
O 5.32735 2.47062 0.54810 -0.23 0.08 -0.42 -0.570
O 4.87744 3.82857 -1.18623 -0.01 -0.25 0.08 -0.547
C 5.96282 4.62821 -0.76317 0.15 0.60 0.27 0.818
C 7.29770 4.14802 -1.22055 0.16 -0.11 0.06 -0.736
O 5.74902 5.62730 -0.15853 -0.11 -0.24 -0.18 -0.493
O 2.38732 1.87816 1.01896 0.07 -0.04 -0.10 -0.510
C 1.12400 1.59465 1.36524 -0.44 0.03 0.37 0.974
O 0.50858 2.10945 2.24658 0.34 -0.20 -0.29 -0.565
O 0.62118 0.61666 0.56294 -0.13 -0.08 -0.04 -0.511
C 1.44887 0.48068 -0.58162 0.83 0.00 -0.91 0.067
C 0.81980 1.15005 -1.81413 -0.51 0.15 0.13 -0.422
C -0.02159 2.41034 -1.53850 0.23 -0.05 -0.02 -0.400
C -1.44932 2.03983 -1.12864 -0.13 -0.01 -0.21 -0.526
C -2.31175 3.12118 -0.52511 -0.77 0.04 -0.26 0.823
O -3.38415 3.40997 -1.00317 0.46 -0.11 0.21 -0.565
O -1.91655 3.66037 0.65514 0.24 0.09 -0.18 -0.547
C -1.02462 4.79341 0.58456 0.16 -0.01 0.18 -0.061
C -1.39640 5.79003 1.67154 0.17 0.16 -0.24 -0.628
H 1.25702 -2.27032 0.82153 0.16 -0.27 0.04 0.218
H 2.61003 -2.37914 -0.27440 0.11 -0.20 0.04 0.193
H 2.66102 -3.28186 1.24866 -0.05 0.00 0.03 0.220
H 2.21483 -0.58906 2.05109 0.03 0.06 0.04 0.213
H 3.70907 -1.44608 2.19136 0.00 0.07 -0.07 0.217
H 4.10700 -0.66373 -0.34884 -0.06 -0.12 0.06 0.203
H 4.53446 0.31527 1.03158 -0.11 0.19 -0.08 0.255
H 2.91904 2.54916 -1.58791 0.02 0.03 0.16 0.246
H 4.04378 1.23679 -1.81191 0.04 0.04 0.05 0.250
H 7.45794 3.11924 -0.89693 -0.05 0.01 -0.08 0.249
H 8.05858 4.78546 -0.77861 0.00 0.00 -0.05 0.247
H 7.36475 4.19513 -2.30907 -0.07 -0.04 0.04 0.243
H 1.60001 -0.56002 -0.86787 -0.33 -0.15 0.49 0.211
H 0.15812 0.40738 -2.27223 0.05 0.04 -0.03 0.219
H 1.57934 1.37493 -2.56265 0.09 -0.17 0.06 0.216
H 0.47797 3.05009 -0.80771 -0.07 -0.05 0.08 0.205
H -0.07522 2.98998 -2.46381 0.03 0.06 0.08 0.217
H -1.98419 1.71518 -2.02326 0.04 -0.10 0.05 0.224
H -1.44865 1.20205 -0.43110 0.07 0.07 0.15 0.253
H 0.00271 4.45235 0.73270 -0.09 -0.15 0.06 0.177
H -1.08520 5.24378 -0.40985 -0.07 0.02 0.03 0.175
H -1.91701 5.28895 2.48542 0.03 -0.03 -0.04 0.235
H -2.02072 6.58817 1.26835 -0.12 -0.09 0.15 0.211
H -0.48513 6.24027 2.06920 -0.09 0.04 0.03 0.215
Cl -1.08156 -2.67043 -0.65344 0.12 -0.04 -0.02 0.019
C -0.87789 -4.24401 -1.42802 0.01 -0.02 0.03 -0.286
Cl 0.77209 -4.44322 -2.02724 -0.01 0.02 -0.01 0.012
Cl -1.30843 -5.54000 -0.31805 0.00 0.06 -0.05 0.031
H -1.54794 -4.28496 -2.27634 0.00 0.00 -0.01 0.230
Cl -3.96885 -5.81003 3.44802 -0.01 0.00 -0.02 0.029
C -3.80347 -7.38768 2.68451 0.10 0.02 0.09 -0.287
Cl -2.15115 -7.64114 2.11429 0.00 -0.08 0.05 0.016
Cl -4.28367 -8.67842 3.79314 0.04 0.06 -0.06 0.019
H -4.45676 -7.41488 1.82368 -0.05 -0.03 -0.02 0.232
Cl -5.96236 -0.10557 0.42301 0.02 0.01 -0.02 0.024
C -5.07444 0.08899 -1.08601 0.01 0.03 -0.01 -0.288
Cl -3.67090 -0.99274 -1.12508 -0.20 0.17 -0.01 -0.002
Cl -6.11894 -0.20250 -2.47767 0.01 0.00 0.00 0.015
H -4.72013 1.11192 -1.14281 0.03 0.00 0.01 0.246
Cl -7.13866 -8.22285 2.05439 -0.10 -0.06 0.02 0.008
C -8.49234 -8.43054 0.93884 0.02 0.08 -0.03 -0.285
Cl -9.90326 -7.53090 1.48825 0.01 -0.01 0.00 0.027
Cl -8.03465 -7.95387 -0.69662 0.00 -0.01 0.00 0.020
H -8.74823 -9.48113 0.92242 0.00 -0.01 0.00 0.228
```
Positions in Å, forces in eV/Å.

Results
structure (SMILES): CCC[C@]1(CC(=O)OC(C)=O)OC(=O)O[C@H]1CCCC(=O)OCC.ClC(Cl)Cl.ClC(Cl)Cl.ClC(Cl)Cl.ClC(Cl)Cl
charge: 0
HOMO: -10.2 eV
frontier orbital gap: 10.4 eV

---

4.
The following is a DFT calculation (the ωB97M-V functional and the def2-TZVPD basis) of a molecular structure, C2H2F2LiMgO.

```
9
Properties=species:S:1:pos:R:3:forces:R:3:lowdin_spin:R:1
F 3.11818 0.26622 0.04379 -0.81 0.40 0.31 0.001
O 0.48211 -0.13094 0.00710 0.72 0.43 -1.57 0.210
Mg 1.72712 1.37548 0.49384 0.49 -0.60 -0.49 0.000
Li 2.42106 -1.33879 -0.33225 0.40 -0.09 -0.09 -0.001
C -0.68500 -0.46315 -0.34803 -3.09 -4.87 5.41 0.195
C -1.82387 0.25707 0.00727 2.86 4.24 -2.95 0.437
H -1.14559 -1.49468 -0.06431 2.35 -0.13 -1.73 0.017
F -1.42380 1.49301 -0.45971 -2.50 0.35 1.65 0.126
H -2.67019 0.03578 0.65229 -0.42 0.27 -0.54 0.014
```
Positions in Å, forces in eV/Å.

Results
charge: +2
⟨S²⟩: 0.76
spin multiplicity: 2
HOMO (spin up / spin down): -19.2 / -20.8 eV
relative energy (zero: lowest compared OMol25 entry of this formula, charge and spin): 58.8 kcal per mole
frontier orbital gap (spin up / spin down): 8.6 / 9.5 eV

---

| no. | E (eV) | molecular weight (g mol⁻¹) |
| --- | --- | --- |
| 1 | -444682.228 | 1078.416 |
| 2 | -75386.365 | 434.411 |
| 3 | -187843.734 | 821.872 |
| 4 | -15220.564 | 111.279 |